{"formula": "C33H75B4F16N9O3", "method": "ωB97M-V with the def2-TZVPD basis set", "orbital_gap_ev": [3.57, 7.83], "multiplicity": 2, "e_tot_ev": -101188.0655, "homo_ev": [-5.8, -10.1], "s_squared": 0.756, "e_lumo_ev": [-2.23, -2.25], "total_charge": 1, "species": ["C", "C", "C", "H", "H", "H", "H", "N", "C", "C", "F", "H", "H", "H", "H", "C", "N", "F", "N", "H", "C", "B", "H", "C", "F", "H", "B", "H", "F", "F", "O", "H", "H", "H", "H", "H", "C", "H", "F", "B", "C", "H", "H", "F", "H", "H", "H", "H", "F", "H", "H", "H", "F", "O", "N", "B", "H", "H", "O", "H", "H", "H", "H", "H", "H", "C", "C", "H", "H", "H", "C", "H", "C", "C", "F", "C", "H", "F", "C", "H", "H", "N", "H", "H", "H", "H", "C", "H", "N", "C", "H", "C", "H", "C", "C", "H", "C", "F", "C", "C", "H", "H", "F", "H", "H", "H", "H", "H", "H", "H", "F", "H", "C", "N", "H", "C", "H", "H", "H", "H", "H", "C", "H", "H", "H", "H", "F", "H", "C", "F", "C", "H", "N", "H", "C", "C", "H", "C", "H", "N"], "coordinates": [[-1.081, 0.969, 0.389], [-3.588, -3.895, 4.228], [2.493, -2.101, -3.019], [-4.290, -3.252, 3.696], [-0.466, 1.807, 0.061], [-4.820, 5.133, -0.151], [-2.817, -1.799, -7.007], [4.233, -2.452, -1.665], [2.786, 0.887, -4.355], [3.561, -0.393, -4.519], [4.527, -1.935, 4.156], [2.705, -0.046, -0.849], [-3.354, 0.967, -2.327], [2.690, 1.822, 3.139], [2.098, 1.307, 5.539], [-6.795, 3.929, -4.664], [-2.292, 0.171, -6.085], [4.353, 2.473, -1.169], [-5.745, 3.607, -1.218], [-1.409, -1.923, -5.912], [0.473, 0.996, 2.446], [-1.138, -2.694, -2.207], [5.519, -1.019, -2.552], [5.045, -3.066, -0.638], [-2.998, 0.487, 6.720], [0.874, 1.959, 2.130], [5.321, 2.085, -0.359], [-3.594, 2.136, -4.892], [-1.928, -2.854, -1.077], [5.068, 0.691, -0.095], [2.364, 1.578, 0.147], [-1.201, -1.093, -7.407], [2.798, 4.896, 5.742], [-3.471, 0.521, -7.916], [-2.673, -5.306, 1.941], [-4.819, 1.219, -3.886], [-6.716, 2.712, -1.289], [6.203, 1.605, 4.453], [-1.911, -2.684, -3.345], [3.523, -2.363, 3.327], [2.704, 3.823, 5.577], [-7.660, 3.424, -5.095], [5.661, 1.403, 6.188], [3.360, -3.729, 3.332], [5.334, -2.273, 0.051], [-1.810, -0.462, 2.329], [-0.336, 1.154, 3.159], [3.801, 0.392, 3.108], [-0.333, -3.735, -2.394], [-7.006, 4.990, -4.797], [-1.423, 0.359, -0.448], [0.508, -1.181, -0.220], [5.275, 2.807, 0.821], [1.844, 3.720, 4.525], [-6.552, 3.591, -3.325], [-2.435, -0.040, 5.552], [1.062, -3.881, 3.648], [0.449, -6.425, 2.025], [-2.961, 1.438, -3.066], [1.919, -5.441, 0.246], [-7.811, 1.982, -3.136], [3.183, -1.045, -5.307], [-4.152, -4.801, 4.449], [-5.896, 3.740, -5.251], [-3.549, -3.331, 5.160], [3.136, 1.012, 5.693], [4.521, -1.424, -2.477], [-3.179, 3.006, -0.352], [1.130, 4.355, 4.617], [-1.865, 1.274, 1.083], [-1.075, -3.611, 4.234], [-1.069, -3.149, 5.210], [-1.946, -4.733, 2.498], [-1.019, 0.788, -5.467], [-0.424, -1.552, -2.202], [0.128, -5.549, 1.461], [1.666, -0.858, 1.165], [-1.289, -0.659, 5.843], [5.488, 1.155, 5.141], [1.519, -2.094, -3.484], [-2.921, 2.005, -6.912], [-2.271, -4.006, 3.632], [-5.751, 4.005, 0.788], [5.905, -3.492, -1.155], [4.766, 3.358, 5.902], [1.777, -4.105, 1.472], [1.806, 0.477, -0.524], [-1.242, 1.757, -5.021], [4.066, 1.757, 4.762], [-0.965, -1.022, 1.929], [3.270, 1.488, -3.585], [-5.724, 4.219, -2.454], [-0.720, 0.017, -4.756], [-5.056, 4.074, -0.048], [0.975, -0.442, 0.432], [2.605, -3.710, -1.392], [3.710, 1.464, 3.280], [-2.258, 0.845, 4.498], [2.976, -2.843, -1.917], [0.005, -4.041, 3.492], [-3.369, -0.893, -4.502], [3.356, -0.042, 5.523], [2.397, -1.705, 3.751], [-1.165, -1.790, 1.182], [3.523, 1.052, 6.712], [4.408, -3.766, -0.097], [-0.168, 0.836, -6.146], [0.976, -4.027, -0.045], [1.336, 0.705, -1.481], [4.614, -0.144, -4.657], [-3.445, -0.932, 5.048], [-3.615, 3.366, 1.367], [-7.136, 2.613, -2.576], [-0.548, -4.747, 2.413], [3.266, 1.738, -0.141], [-1.934, -1.287, -6.624], [1.257, 0.409, 2.923], [-4.292, -0.346, -5.557], [2.308, 3.377, 6.489], [1.846, 0.673, -3.845], [4.371, 2.026, 2.620], [1.260, -4.727, 0.740], [-0.562, -6.012, 0.756], [4.594, 3.938, 4.354], [2.461, 1.307, -5.306], [-4.296, 1.994, 0.576], [6.517, 2.205, -1.012], [-0.424, -1.486, 2.753], [-2.681, 1.054, -7.387], [3.898, -1.845, 2.108], [-3.408, 0.046, -5.053], [-5.034, 5.010, -2.711], [3.532, -1.218, -3.371], [5.556, 0.072, 5.029], [-3.971, 3.019, 0.397], [4.066, 3.306, 5.068], [-1.803, 1.199, -8.016], [-3.783, 1.305, -4.212], [-7.146, 2.268, -0.403], [-0.141, 0.126, 1.304]], "lowdin_charge": [0.046, -0.013, 0.046, 0.101, 0.107, 0.124, 0.106, -0.089, -0.045, -0.187, 0.135, 0.102, 0.088, 0.060, 0.111, -0.064, -0.278, 0.196, -0.139, 0.095, 0.035, -1.513, 0.178, 0.042, 0.104, 0.094, -1.390, 0.100, 0.123, 0.066, -0.057, 0.094, 0.131, 0.103, 0.162, 0.121, -0.102, 0.108, 0.121, -1.436, -0.268, 0.094, 0.096, 0.141, 0.103, 0.099, 0.092, 0.091, 0.183, 0.089, 0.100, 0.103, 0.136, -0.048, -0.187, -1.343, 0.119, 0.134, -0.065, 0.081, 0.112, 0.135, 0.100, 0.066, 0.094, 0.000, 0.003, 0.055, 0.111, 0.085, 0.005, 0.140, 0.062, 0.016, 0.147, -0.157, 0.121, 0.170, 0.043, 0.122, 0.086, -0.059, 0.111, 0.111, 0.115, 0.058, -0.206, 0.106, -0.267, 0.046, 0.091, -0.131, 0.096, -0.167, -0.070, 0.114, 0.050, 0.099, 0.000, 0.028, 0.128, 0.093, 0.131, 0.093, 0.109, 0.102, 0.096, 0.050, 0.104, 0.137, 0.040, 0.073, -0.089, -0.063, 0.025, 0.038, 0.078, 0.129, 0.123, 0.054, 0.093, -0.028, 0.128, 0.143, 0.082, 0.071, 0.154, 0.087, 0.066, 0.129, -0.102, 0.094, -0.055, 0.092, -0.074, -0.047, 0.097, -0.205, 0.126, -0.277]}